--- one ---
2 unconnected molecules or ions with the total composition C5H14, computed with ωB97M-V/def2-TZVPD.

frontier orbital gap = 12.226 eV
SMILES = CCC.CC
LUMO = 1.10 eV
charge = 0
multiplicity = 1
HOMO = -0.4088 Eh

Each atom is followed by the atoms it is bonded to, with distances in Å.
CARTESIAN COORDINATES (ANGSTROEM)
1 C 2.231 -1.250 0.624  C2 1.536, H3 1.099, H4 1.067, H5 1.078
2 C 1.592 -2.352 1.481  C1 1.536, H6 1.094, H7 1.103, H8 1.072
3 H 1.916 -1.522 -0.394  C1 1.099
4 H 1.958 -0.276 0.965  C1 1.067
5 H 3.298 -1.374 0.711  C1 1.078
6 H 1.976 -2.423 2.502  C2 1.094
7 H 1.902 -3.319 1.049  C2 1.103
8 H 0.523 -2.320 1.539  C2 1.072
9 C -1.822 1.425 -0.817  C10 1.502, C11 1.549, H12 1.086, H13 1.092
10 C -1.123 1.767 0.467  C9 1.502, H14 1.104, H17 1.099, H18 1.098
11 C -1.059 0.594 -1.879  C9 1.549, H15 1.092, H16 1.100, H19 1.093
12 H -2.749 0.864 -0.741  C9 1.086
13 H -2.199 2.326 -1.306  C9 1.092
14 H -0.045 2.008 0.460  C10 1.104
15 H -1.657 0.655 -2.790  C11 1.092
16 H -0.038 0.917 -2.129  C11 1.100
17 H -1.143 0.977 1.231  C10 1.099
18 H -1.548 2.616 1.017  C10 1.098
19 H -0.894 -0.416 -1.495  C11 1.093

--- two ---
2 unconnected molecules or ions with the total composition C5H14, computed with ωB97M-V/def2-TZVPD.

frontier orbital gap = 12.466 eV
SMILES = CCC.CC
LUMO = 1.09 eV
charge = 0
multiplicity = 1
HOMO = -0.4181 Eh

Each atom is followed by the atoms it is bonded to, with distances in Å.
CARTESIAN COORDINATES (ANGSTROEM)
1 C 0.184 -1.408 -0.397  C2 1.545, C3 1.521, H4 1.088, H5 1.089
2 C -0.384 -1.349 -1.832  C1 1.545, H6 1.091, H8 1.090, H9 1.093
3 C -0.389 -2.564 0.407  C1 1.521, H7 1.088, H10 1.101, H11 1.092
4 H 1.267 -1.459 -0.497  C1 1.088
5 H -0.095 -0.488 0.114  C1 1.089
6 H -1.474 -1.291 -1.854  C2 1.091
7 H -0.221 -3.555 -0.009  C3 1.088
8 H 0.020 -2.220 -2.348  C2 1.090
9 H -0.091 -0.455 -2.387  C2 1.093
10 H 0.105 -2.624 1.388  C3 1.101
11 H -1.412 -2.374 0.738  C3 1.092
12 C 0.923 2.727 0.476  C13 1.531, H14 1.091, H15 1.099, H16 1.090
13 C -0.322 2.425 1.314  C12 1.531, H17 1.084, H18 1.088, H19 1.089
14 H 1.315 1.791 0.076  C12 1.091
15 H 0.769 3.334 -0.427  C12 1.099
16 H 1.730 3.315 0.914  C12 1.090
17 H -0.074 2.116 2.323  C13 1.084
18 H -0.870 1.596 0.869  C13 1.088
19 H -0.971 3.298 1.292  C13 1.089

--- three ---
2 unconnected molecules or ions with the total composition C5H14, computed with ωB97M-V/def2-TZVPD.

frontier orbital gap = 12.557 eV
SMILES = CCC.CC
LUMO = 1.15 eV
charge = 0
multiplicity = 1
HOMO = -0.4194 Eh

Each atom is followed by the atoms it is bonded to, with distances in Å.
CARTESIAN COORDINATES (ANGSTROEM)
1 C -0.006 2.733 -1.745  C2 1.533, H3 1.095, H4 1.081, H5 1.100
2 C 1.318 1.975 -1.898  C1 1.533, H6 1.085, H7 1.083, H8 1.091
3 H -0.482 2.911 -2.715  C1 1.095
4 H -0.713 2.232 -1.100  C1 1.081
5 H 0.168 3.732 -1.319  C1 1.100
6 H 1.440 1.481 -2.856  C2 1.085
7 H 2.156 2.618 -1.663  C2 1.083
8 H 1.423 1.162 -1.178  C2 1.091
9 C -0.390 -1.054 1.401  C10 1.536, C11 1.515, H12 1.090, H13 1.092
10 C -1.338 -2.030 2.113  C9 1.536, H14 1.092, H15 1.092, H18 1.082
11 C 0.396 -1.730 0.295  C9 1.515, H16 1.092, H17 1.089, H19 1.097
12 H -0.938 -0.205 0.993  C9 1.090
13 H 0.302 -0.636 2.135  C9 1.092
14 H -0.764 -2.669 2.787  C10 1.092
15 H -1.833 -2.664 1.374  C10 1.092
16 H 1.012 -1.068 -0.316  C11 1.092
17 H 0.972 -2.596 0.614  C11 1.089
18 H -2.079 -1.494 2.692  C10 1.082
19 H -0.291 -2.139 -0.455  C11 1.097

Most stable one: three, least stable one: one.

--- one ---
2 unconnected molecules or ions with the total composition C5H14, computed with ωB97M-V/def2-TZVPD.

frontier orbital gap = 12.206 eV
SMILES = CCC.CC
LUMO = 1.14 eV
charge = 0
multiplicity = 1
HOMO = -0.4066 Eh

Each atom is followed by the atoms it is bonded to, with distances in Å.
CARTESIAN COORDINATES (ANGSTROEM)
1 C -1.123 -0.387 -1.510  C2 1.494, C3 1.529, H4 1.095, H5 1.095
2 C -1.339 -1.544 -0.589  C1 1.494, H6 1.100, H9 1.103, H10 1.087
3 C 0.322 0.104 -1.599  C1 1.529, H7 1.094, H8 1.091, H11 1.094
4 H -1.387 -0.660 -2.536  C1 1.095
5 H -1.741 0.503 -1.347  C1 1.095
6 H -1.223 -1.444 0.500  C2 1.100
7 H 0.890 -0.154 -0.700  C3 1.094
8 H 0.958 -0.210 -2.427  C3 1.091
9 H -0.458 -2.199 -0.698  C2 1.103
10 H -2.242 -2.122 -0.772  C2 1.087
11 H 0.568 1.160 -1.448  C3 1.094
12 C 1.581 0.444 1.924  C13 1.556, H14 1.085, H15 1.092, H16 1.091
13 C 0.352 1.334 1.581  C12 1.556, H17 1.080, H18 1.087, H19 1.092
14 H 1.400 -0.625 1.874  C12 1.085
15 H 2.346 0.623 1.165  C12 1.092
16 H 2.143 0.823 2.779  C12 1.091
17 H 0.604 1.872 0.679  C13 1.080
18 H -0.579 0.773 1.587  C13 1.087
19 H 0.192 2.023 2.413  C13 1.092

--- two ---
2 unconnected molecules or ions with the total composition C5H14, computed with ωB97M-V/def2-TZVPD.

frontier orbital gap = 12.089 eV
SMILES = CCC.CC
LUMO = 1.12 eV
charge = 0
multiplicity = 1
HOMO = -0.4030 Eh

Each atom is followed by the atoms it is bonded to, with distances in Å.
CARTESIAN COORDINATES (ANGSTROEM)
1 C 1.756 2.697 0.769  C2 1.527, H3 1.088, H4 1.093, H5 1.090
2 C 0.913 1.599 1.413  C1 1.527, H6 1.089, H7 1.084, H8 1.097
3 H 1.483 3.668 1.177  C1 1.088
4 H 2.832 2.541 0.886  C1 1.093
5 H 1.665 2.721 -0.317  C1 1.090
6 H 1.212 1.475 2.452  C2 1.089
7 H -0.142 1.786 1.246  C2 1.084
8 H 1.077 0.599 0.992  C2 1.097
9 C -1.235 -2.037 -0.493  C10 1.532, C11 1.529, H12 1.092, H13 1.098
10 C -1.734 -0.595 -0.353  C9 1.532, H14 1.102, H18 1.091, H19 1.091
11 C 0.027 -2.172 -1.345  C9 1.529, H15 1.088, H16 1.091, H17 1.089
12 H -1.139 -2.461 0.508  C9 1.092
13 H -2.078 -2.599 -0.916  C9 1.098
14 H -2.243 -0.227 -1.258  C10 1.102
15 H 0.881 -2.655 -0.872  C11 1.088
16 H -0.163 -2.697 -2.282  C11 1.091
17 H 0.325 -1.162 -1.623  C11 1.089
18 H -2.561 -0.560 0.357  C10 1.091
19 H -0.875 0.079 -0.341  C10 1.091

Most stable one: two, least stable one: one.

--- one ---
2 unconnected molecules or ions with the total composition C5H14, computed with ωB97M-V/def2-TZVPD.

frontier orbital gap = 12.505 eV
SMILES = CCC.CC
LUMO = 1.16 eV
charge = 0
multiplicity = 1
HOMO = -0.4168 Eh

Each atom is followed by the atoms it is bonded to, with distances in Å.
CARTESIAN COORDINATES (ANGSTROEM)
1 C 1.089 2.449 -1.133  C2 1.549, H3 1.090, H4 1.095, H5 1.082
2 C 0.422 1.205 -1.772  C1 1.549, H6 1.090, H7 1.088, H8 1.087
3 H 1.524 2.230 -0.158  C1 1.090
4 H 1.979 2.705 -1.717  C1 1.095
5 H 0.461 3.326 -1.217  C1 1.082
6 H -0.629 1.435 -1.948  C2 1.090
7 H 0.443 0.368 -1.077  C2 1.088
8 H 0.820 0.935 -2.747  C2 1.087
9 C -0.192 -1.809 1.017  C10 1.524, C11 1.519, H12 1.093, H13 1.086
10 C 0.198 -0.497 1.688  C9 1.524, H14 1.091, H15 1.097, H18 1.097
11 C -1.612 -1.844 0.480  C9 1.519, H16 1.101, H17 1.092, H19 1.096
12 H -0.027 -2.654 1.691  C9 1.093
13 H 0.531 -1.979 0.225  C9 1.086
14 H -0.224 -0.355 2.684  C10 1.091
15 H 1.286 -0.459 1.821  C10 1.097
16 H -2.301 -1.364 1.193  C11 1.101
17 H -2.000 -2.852 0.316  C11 1.092
18 H -0.041 0.365 1.055  C10 1.097
19 H -1.727 -1.204 -0.402  C11 1.096

--- two ---
2 unconnected molecules or ions with the total composition C5H14, computed with ωB97M-V/def2-TZVPD.

frontier orbital gap = 12.325 eV
SMILES = CCC.CC
LUMO = 1.20 eV
charge = 0
multiplicity = 1
HOMO = -0.4089 Eh

Each atom is followed by the atoms it is bonded to, with distances in Å.
CARTESIAN COORDINATES (ANGSTROEM)
1 C 0.062 2.232 0.848  C2 1.529, C3 1.543, H4 1.075, H5 1.090
2 C -0.881 1.051 0.611  C1 1.529, H6 1.095, H9 1.081, H10 1.087
3 C 1.532 1.928 0.491  C1 1.543, H7 1.082, H8 1.089, H11 1.094
4 H -0.270 3.052 0.238  C1 1.075
5 H -0.020 2.621 1.863  C1 1.090
6 H -0.809 0.292 1.398  C2 1.095
7 H 2.095 1.902 1.415  C3 1.082
8 H 1.650 1.057 -0.151  C3 1.089
9 H -0.550 0.482 -0.246  C2 1.081
10 H -1.897 1.434 0.569  C2 1.087
11 H 1.955 2.732 -0.118  C3 1.094
12 C -0.781 -2.788 -0.483  C13 1.534, H14 1.096, H15 1.086, H16 1.098
13 C 0.104 -1.859 -1.322  C12 1.534, H17 1.081, H18 1.089, H19 1.081
14 H -1.534 -2.274 0.126  C12 1.096
15 H -1.244 -3.621 -1.004  C12 1.086
16 H -0.227 -3.190 0.375  C12 1.098
17 H 1.069 -1.873 -0.834  C13 1.081
18 H 0.210 -2.230 -2.341  C13 1.089
19 H -0.467 -0.949 -1.435  C13 1.081

--- three ---
2 unconnected molecules or ions with the total composition C5H14, computed with ωB97M-V/def2-TZVPD.

frontier orbital gap = 12.440 eV
SMILES = CCC.CC
LUMO = 1.12 eV
charge = 0
multiplicity = 1
HOMO = -0.4160 Eh

Each atom is followed by the atoms it is bonded to, with distances in Å.
CARTESIAN COORDINATES (ANGSTROEM)
1 C -2.253 -1.200 -0.461  C2 1.522, H3 1.092, H4 1.092, H5 1.089
2 C -3.143 0.021 -0.278  C1 1.522, H6 1.087, H7 1.096, H8 1.095
3 H -2.458 -1.713 -1.403  C1 1.092
4 H -1.179 -1.007 -0.447  C1 1.092
5 H -2.456 -1.930 0.321  C1 1.089
6 H -4.158 -0.192 -0.601  C2 1.087
7 H -2.753 0.867 -0.856  C2 1.096
8 H -3.156 0.386 0.754  C2 1.095
9 C 1.503 0.043 0.481  C10 1.515, C11 1.515, H12 1.092, H13 1.094
10 C 1.488 0.426 -0.985  C9 1.515, H14 1.098, H17 1.099, H18 1.095
11 C 2.569 0.728 1.311  C9 1.515, H15 1.090, H16 1.098, H19 1.090
12 H 0.504 0.193 0.893  C9 1.092
13 H 1.661 -1.039 0.510  C9 1.094
14 H 1.246 1.480 -1.178  C10 1.098
15 H 3.445 0.121 1.544  C11 1.090
16 H 2.918 1.640 0.809  C11 1.098
17 H 0.731 -0.126 -1.558  C10 1.099
18 H 2.438 0.237 -1.496  C10 1.095
19 H 2.187 1.074 2.271  C11 1.090

Most stable one: three, least stable one: two.

--- one ---
2 unconnected molecules or ions with the total composition C5H14, computed with ωB97M-V/def2-TZVPD.

frontier orbital gap = 12.111 eV
SMILES = CCC.CC
LUMO = 1.14 eV
charge = 0
multiplicity = 1
HOMO = -0.4030 Eh

Each atom is followed by the atoms it is bonded to, with distances in Å.
CARTESIAN COORDINATES (ANGSTROEM)
1 C -0.905 -1.178 1.827  C2 1.527, C3 1.531, H4 1.103, H5 1.121
2 C -0.109 -0.299 2.788  C1 1.527, H6 1.097, H7 1.098, H9 1.082
3 C -1.128 -0.684 0.395  C1 1.531, H8 1.134, H10 1.101, H11 1.103
4 H -1.869 -1.332 2.340  C1 1.103
5 H -0.457 -2.203 1.885  C1 1.121
6 H 0.635 -0.837 3.389  C2 1.097
7 H 0.349 0.571 2.301  C2 1.098
8 H -0.253 -1.096 -0.197  C3 1.134
9 H -0.767 0.095 3.552  C2 1.082
10 H -1.212 0.412 0.448  C3 1.101
11 H -2.161 -0.938 0.105  C3 1.103
12 C 1.067 1.714 -2.365  C13 1.528, H14 1.075, H15 1.089, H16 1.129
13 C 0.940 0.192 -2.428  C12 1.528, H17 1.082, H18 1.115, H19 1.107
14 H 1.731 2.182 -3.069  C12 1.075
15 H 0.020 2.011 -2.390  C12 1.089
16 H 1.345 2.158 -1.365  C12 1.129
17 H 1.447 -0.230 -3.285  C13 1.082
18 H 1.446 -0.458 -1.677  C13 1.115
19 H -0.119 -0.081 -2.255  C13 1.107

--- two ---
2 unconnected molecules or ions with the total composition C5H14, computed with ωB97M-V/def2-TZVPD.

frontier orbital gap = 12.491 eV
SMILES = CCC.CC
LUMO = 1.09 eV
charge = 0
multiplicity = 1
HOMO = -0.4188 Eh

Each atom is followed by the atoms it is bonded to, with distances in Å.
CARTESIAN COORDINATES (ANGSTROEM)
1 C 0.337 -2.146 -1.715  C2 1.546, H3 1.085, H4 1.092, H5 1.097
2 C -1.107 -2.606 -1.408  C1 1.546, H6 1.088, H7 1.088, H8 1.092
3 H 0.575 -1.310 -1.067  C1 1.085
4 H 1.066 -2.933 -1.513  C1 1.092
5 H 0.396 -1.764 -2.742  C1 1.097
6 H -1.770 -1.743 -1.428  C2 1.088
7 H -1.150 -3.064 -0.422  C2 1.088
8 H -1.435 -3.397 -2.086  C2 1.092
9 C -0.018 1.518 0.670  C10 1.529, C11 1.529, H12 1.092, H13 1.086
10 C 0.869 2.757 0.538  C9 1.529, H14 1.089, H15 1.095, H18 1.084
11 C -0.049 0.889 2.063  C9 1.529, H16 1.087, H17 1.094, H19 1.090
12 H -1.047 1.712 0.362  C9 1.092
13 H 0.354 0.765 -0.017  C9 1.086
14 H 1.823 2.580 1.033  C10 1.089
15 H 0.415 3.621 1.034  C10 1.095
16 H -0.591 -0.052 2.012  C11 1.087
17 H 0.963 0.664 2.411  C11 1.094
18 H 0.971 3.016 -0.510  C10 1.084
19 H -0.601 1.494 2.783  C11 1.090

--- three ---
2 unconnected molecules or ions with the total composition C5H14, computed with ωB97M-V/def2-TZVPD.

frontier orbital gap = 12.242 eV
SMILES = CCC.CC
LUMO = 1.13 eV
charge = 0
multiplicity = 1
HOMO = -0.4083 Eh

Each atom is followed by the atoms it is bonded to, with distances in Å.
CARTESIAN COORDINATES (ANGSTROEM)
1 C -0.804 0.002 -1.527  C2 1.536, C3 1.517, H4 1.095, H5 1.100
2 C -0.738 -1.406 -2.138  C1 1.536, H6 1.109, H9 1.077, H10 1.093
3 C -1.902 0.098 -0.486  C1 1.517, H7 1.080, H8 1.082, H11 1.099
4 H 0.160 0.267 -1.082  C1 1.095
5 H -1.038 0.736 -2.312  C1 1.100
6 H -0.634 -2.127 -1.302  C2 1.109
7 H -2.861 0.030 -0.979  C3 1.080
8 H -1.847 -0.599 0.340  C3 1.082
9 H 0.100 -1.657 -2.765  C2 1.077
10 H -1.727 -1.524 -2.588  C2 1.093
11 H -1.981 1.166 -0.235  C3 1.099
12 C 1.292 0.543 2.527  C13 1.500, H14 1.099, H15 1.070, H16 1.104
13 C 1.993 0.686 1.208  C12 1.500, H17 1.105, H18 1.097, H19 1.099
14 H 0.351 -0.024 2.486  C12 1.099
15 H 1.784 0.115 3.375  C12 1.070
16 H 1.247 1.501 3.073  C12 1.104
17 H 1.927 -0.110 0.445  C13 1.105
18 H 1.620 1.465 0.532  C13 1.097
19 H 3.059 0.837 1.429  C13 1.099

--- four ---
2 unconnected molecules or ions with the total composition C5H14, computed with ωB97M-V/def2-TZVPD.

frontier orbital gap = 12.403 eV
SMILES = CCC.CC
LUMO = 1.13 eV
charge = 0
multiplicity = 1
HOMO = -0.4144 Eh

Each atom is followed by the atoms it is bonded to, with distances in Å.
CARTESIAN COORDINATES (ANGSTROEM)
1 C 1.642 0.193 -1.266  C2 1.532, H3 1.075, H4 1.087, H5 1.129
2 C 2.686 -0.324 -2.261  C1 1.532, H6 1.097, H7 1.095, H8 1.081
3 H 1.516 -0.458 -0.421  C1 1.075
4 H 1.858 1.192 -0.897  C1 1.087
5 H 0.642 0.341 -1.768  C1 1.129
6 H 3.743 -0.349 -1.968  C2 1.097
7 H 2.431 -1.366 -2.482  C2 1.095
8 H 2.605 0.190 -3.208  C2 1.081
9 C -1.768 0.446 0.930  C10 1.516, C11 1.532, H12 1.085, H13 1.089
10 C -2.434 -0.857 1.328  C9 1.516, H14 1.091, H18 1.103, H19 1.083
11 C -0.315 0.602 1.390  C9 1.532, H15 1.081, H16 1.099, H17 1.098
12 H -1.774 0.509 -0.153  C9 1.085
13 H -2.328 1.316 1.271  C9 1.089
14 H -3.051 -1.224 0.506  C10 1.091
15 H 0.324 -0.224 1.109  C11 1.081
16 H 0.115 1.537 1.003  C11 1.099
17 H -0.293 0.694 2.483  C11 1.098
18 H -1.618 -1.578 1.508  C10 1.103
19 H -3.065 -0.924 2.205  C10 1.083

Most stable one: two, least stable one: one.